Entry 1:
Below is a single C10H12O3 molecule at a distorted geometry, with properties calculated with ωB97M-V/def2-TZVPD.

```
25
Properties=species:S:1:pos:R:3:forces:R:3
O 0.4012 -1.1455 -2.2781 1.526 1.171 -0.268
O -2.5541 2.0978 0.7875 -2.170 2.236 -0.343
C -0.3703 0.4697 -1.0523 2.683 0.964 -2.185
C -0.9388 0.8001 -0.0858 -1.660 0.814 3.021
O 1.5545 0.8274 -2.5090 -0.562 0.035 1.008
C 0.6076 0.0349 -1.9857 -0.786 -3.228 -1.728
C -1.7175 1.3097 1.0317 1.124 -2.048 1.230
C 2.7311 -0.1308 -4.5177 0.505 0.524 -0.382
C 2.7546 0.2387 -3.0260 0.956 -2.694 -0.069
C -1.6894 -1.1096 3.4521 3.325 -2.086 2.075
C -0.5598 -0.3964 2.6495 1.046 -0.432 2.570
C -2.6732 -0.1824 2.9523 -3.642 3.226 2.237
C -1.5400 0.6980 2.4318 0.690 2.646 -0.935
H 2.1736 -1.0659 -4.6541 -0.226 0.552 -0.238
H 3.7902 -0.3575 -4.9079 -1.457 0.585 0.781
H 2.3142 0.7651 -5.0839 0.404 -1.419 0.429
H 3.1249 -0.6614 -2.4180 -1.222 0.972 -0.639
H 3.5419 0.9159 -2.8539 0.531 1.457 0.210
H -1.8844 -2.0644 3.0610 0.165 -1.739 0.000
H -1.4319 -1.1745 4.5804 -0.981 0.190 -1.807
H -0.2000 -1.0494 1.9302 0.453 -0.723 -2.128
H 0.3244 -0.0352 3.2106 -0.405 -0.479 -0.123
H -3.4201 -0.5077 2.1619 0.884 0.258 1.217
H -3.1709 0.2305 3.9596 0.092 -0.259 -2.829
H -1.1678 1.4931 3.1638 -1.273 -0.523 -1.106
```
Positions in Å, forces in eV/Å.

Values from the calculation:
SMILES: CCOC(=O)C#CC(=O)C1CCC1
Largest force on an atom: 5.4 eV/A
Energy: -613.79593 Eh
Relative energy (zero: lowest compared OMol25 entry of this formula, charge and spin): 125.5 kcal/mol
Orbital gap: 10.112 eV

Calculated atomic charges, method Löwdin, unit e:
1 O 0.109
2 O 0.150
3 C 0.113
4 C 0.120
5 O 0.024
6 C -0.463
7 C -0.380
8 C -0.076
9 C -0.235
10 C -0.212
11 C -0.150
12 C -0.166
13 C -0.255
14 H 0.068
15 H 0.100
16 H 0.098
17 H 0.149
18 H 0.094
19 H 0.086
20 H 0.145
21 H 0.085
22 H 0.119
23 H 0.145
24 H 0.155
25 H 0.178


Entry 2:
Below is 2 unconnected molecules or ions with the total composition C10H12O4S at a distorted geometry, with properties calculated with ωB97M-V/def2-TZVPD.

```
27
Properties=species:S:1:pos:R:3:forces:R:3
C 2.9800 1.5413 0.3451 -0.034 -0.601 0.059
C 2.5304 1.5428 -0.9948 1.076 0.781 1.000
C 2.6483 0.4832 1.2067 -0.086 2.332 2.338
C 1.7387 0.5267 -1.4306 1.010 -1.212 2.458
C 1.8351 -0.5473 0.8222 1.135 0.508 1.623
C 1.4806 -0.5710 -0.5000 -0.633 0.296 -2.626
C 0.6736 -1.6497 -0.6840 -2.461 -2.409 -0.476
C -1.9942 -1.5546 1.6639 0.259 1.807 -2.391
C -2.2289 -0.1200 -1.9138 1.082 3.607 -0.160
C -1.3843 -0.4667 0.8437 1.058 1.114 0.301
O 0.2139 -2.7492 -0.7258 1.327 2.023 -0.299
O -3.6620 0.9041 0.0901 1.522 -0.939 -0.291
O -1.3805 1.7976 -0.1627 0.372 0.515 -0.905
O -0.4467 0.2761 1.5318 -1.129 -0.729 -0.213
S -2.2517 0.6419 -0.2349 -1.965 0.095 -0.300
H 3.6086 2.3266 0.7522 -0.177 0.054 -0.269
H 2.9230 2.3548 -1.6274 -0.620 -0.576 0.027
H 2.7969 0.7557 2.3139 0.164 -1.138 -1.678
H 1.6308 0.3893 -2.4379 -0.934 -0.310 -2.392
H 1.4280 -1.2912 1.4909 0.388 0.042 0.159
H -1.2904 -1.5861 2.4218 1.054 -1.135 1.779
H -2.9082 -1.1630 2.0027 -1.513 0.041 0.740
H -2.1083 -2.3777 1.0096 -0.185 -1.418 0.000
H -1.8436 -1.0795 -1.8539 0.002 -2.140 0.172
H -3.1833 0.0857 -2.3898 -0.122 -0.552 0.209
H -1.4465 0.4536 -2.5096 -0.877 -0.440 0.881
H -0.3595 1.0766 0.9707 0.287 0.384 0.253
```
Positions in Å, forces in eV/Å.

Values from the calculation:
Largest force on an atom: 3.8 eV/A
Energy: -1087.20419 Eh
Relative energy (zero: lowest compared OMol25 entry of this formula, charge and spin): 89.5 kcal/mol
Orbital gap (spin up / spin down): 6.412 / 7.739 eV

Calculated atomic charges, method Löwdin, unit e:
1 C -0.082
2 C -0.082
3 C -0.079
4 C -0.014
5 C -0.086
6 C -0.218
7 C -0.099
8 C -0.013
9 C -0.098
10 C -0.413
11 O 0.149
12 O -0.329
13 O -0.328
14 O -0.042
15 S 0.708
16 H 0.097
17 H 0.118
18 H 0.141
19 H 0.082
20 H 0.132
21 H 0.071
22 H 0.075
23 H 0.077
24 H 0.014
25 H 0.064
26 H 0.088
27 H 0.068


Entry 3:
Below is a molecular structure, C10H13AsF6IrN4S, with properties calculated with ωB97M-V/def2-TZVPD.

```
36
Properties=species:S:1:pos:R:3:forces:R:3
Ir -0.0274 1.5428 -0.0325 -0.419 0.212 0.734
C 3.8445 1.9662 3.7946 0.053 0.011 -0.011
C 3.9032 0.4968 3.4182 0.056 -0.016 0.015
N 3.2703 0.1963 2.1098 -0.096 0.029 0.050
C 2.0332 0.5064 1.7929 -0.114 -0.119 -0.132
S 1.4306 -0.0583 0.1710 0.011 -0.009 -0.324
N 1.1728 1.1198 2.5620 -0.113 0.030 0.217
N -0.0326 1.2396 1.9178 0.276 -0.001 -0.048
C -1.1702 1.0564 2.5075 -0.047 -0.057 -0.103
C -1.3237 0.9438 3.9750 -0.028 0.021 0.001
C -2.2678 0.8319 1.5351 0.195 0.005 0.076
C -3.5902 0.6208 1.8381 0.018 -0.008 0.012
C -4.4662 0.2609 0.8096 0.034 -0.009 -0.066
C -3.9895 0.1146 -0.4811 0.001 0.014 0.070
C -2.6487 0.3667 -0.7380 -0.147 0.015 0.056
N -1.8227 0.7134 0.2511 -0.031 0.067 -0.178
H 4.4582 2.1147 4.6817 -0.006 -0.001 0.007
H 2.8349 2.2957 4.0242 0.010 0.004 0.004
H 4.2540 2.5891 2.9994 0.006 -0.001 0.000
H 3.4411 -0.1427 4.1725 -0.048 0.053 -0.002
H 4.9375 0.1795 3.3053 -0.016 -0.039 0.016
H 3.8105 -0.3400 1.4469 0.028 0.083 -0.042
H -1.5700 1.9337 4.3737 -0.018 -0.013 0.012
H -0.3951 0.6206 4.4371 0.010 0.008 -0.004
H -2.1289 0.2608 4.2366 0.010 -0.006 -0.002
H -3.9412 0.7259 2.8551 -0.004 0.002 -0.002
H -5.5118 0.0910 1.0291 -0.001 -0.003 -0.004
H -4.6369 -0.1762 -1.2961 -0.013 0.001 0.010
H -2.2320 0.3083 -1.7350 0.028 0.006 0.013
F -0.2838 2.3136 -1.9452 0.351 0.010 -0.158
As 0.4330 4.0594 -1.5479 0.256 -0.393 -0.230
F -0.7009 3.7846 -0.1949 -0.132 -0.080 0.050
F -0.7252 4.7805 -2.4993 -0.047 -0.010 0.022
F 1.1653 5.3872 -0.8621 -0.136 -0.032 0.104
F 1.5767 3.7187 -2.7196 -0.014 0.134 0.000
F 1.4620 2.9109 -0.3764 0.089 0.088 -0.164
```
Positions in Å, forces in eV/Å.

Values from the calculation:
Spin multiplicity: 2
Net charge: +2
Largest force on an atom: 0.9 eV/A
<S²>: 0.759
Energy: -3944.81959 Eh
Relative energy (zero: lowest compared OMol25 entry of this formula, charge and spin): 0.0 kcal/mol
Orbital gap (spin up / spin down): 7.469 / 5.235 eV

Calculated atomic charges, method Löwdin, unit e:
1 Ir 1.312
2 C -0.072
3 C -0.178
4 N 0.036
5 C -0.629
6 S 0.934
7 N 0.084
8 N -0.191
9 C -0.185
10 C 0.039
11 C -0.174
12 C 0.059
13 C 0.038
14 C 0.027
15 C -0.037
16 N -0.091
17 H 0.093
18 H 0.060
19 H 0.089
20 H 0.130
21 H 0.130
22 H 0.148
23 H 0.129
24 H 0.097
25 H 0.103
26 H 0.141
27 H 0.142
28 H 0.140
29 H 0.140
30 F -0.378
31 As 0.891
32 F -0.278
33 F -0.115
34 F -0.114
35 F -0.130
36 F -0.388


Entry 4:
Below is 2 unconnected molecules or ions with the total composition C10H13BF2NO7 at a distorted geometry, with properties calculated with ωB97M-V/def2-TZVPD.

```
34
Properties=species:S:1:pos:R:3:forces:R:3
C 4.6624 -3.3299 1.1545 -0.079 0.779 0.204
C 4.0820 -2.0602 1.1193 0.090 -1.197 -0.319
C 2.6265 -1.9593 0.8022 0.777 1.159 -2.412
C 2.1955 -0.6135 0.1852 0.112 -0.126 0.755
O 1.2134 -0.0209 1.0335 0.009 -0.159 -1.019
C 0.0498 0.4548 0.3778 -0.590 0.307 0.827
C -1.1006 -0.4314 0.8008 -0.069 -0.100 0.569
O -0.9762 -1.7080 0.2106 0.045 0.181 -0.026
C -1.7176 -2.7013 0.8876 -0.078 -0.075 -0.272
N -0.2558 1.8054 0.9078 0.255 -0.402 0.169
C 0.4029 2.1685 1.8635 0.096 -0.187 -0.978
O 1.0885 2.5628 2.7108 -0.021 0.414 0.685
H 4.8433 -3.8312 2.1031 2.061 0.657 -0.036
H 4.8951 -3.8562 0.2334 -1.883 -0.932 0.005
H 4.6424 -1.1488 1.3285 -0.541 -0.038 1.894
H 2.3396 -2.7601 0.1113 -0.130 -0.317 0.360
H 2.1157 -2.0971 1.7548 -0.059 -0.094 0.007
H 3.0420 0.0788 0.1405 0.105 -0.061 -0.086
H 1.8327 -0.7787 -0.8275 -0.211 0.150 0.007
H 0.1541 0.5093 -0.7026 0.038 0.067 -0.048
H -0.9879 -0.5474 1.8879 0.006 0.149 0.054
H -2.0612 0.0568 0.6272 -0.023 -0.137 -0.441
H -1.0482 -3.4585 1.3045 0.062 0.008 0.004
H -2.3919 -3.1781 0.1746 -0.035 -0.068 0.033
H -2.3181 -2.2876 1.6988 -0.018 0.058 0.019
B -2.6127 4.3191 -2.7498 0.214 0.642 -0.182
O -4.0438 3.8980 -2.6329 0.222 -0.321 0.091
C -4.0925 2.6369 -2.2593 -0.624 0.296 -0.086
O -5.0920 1.9942 -2.0741 0.061 -0.126 0.044
C -2.6562 2.1221 -2.0994 0.669 -0.122 0.052
O -2.3423 1.0062 -1.7688 -0.062 -0.098 0.063
O -1.8251 3.0976 -2.3841 -0.343 -0.129 0.017
F -2.3381 5.3534 -1.8665 -0.027 -0.079 0.038
F -2.3258 4.7046 -4.0532 -0.028 -0.098 0.009
```
Positions in Å, forces in eV/Å.

Values from the calculation:
Net charge: -1
Largest force on an atom: 2.8 eV/A
Energy: -1195.03998 Eh
Relative energy (zero: lowest compared OMol25 entry of this formula, charge and spin): 0.0 kcal/mol
Orbital gap: 7.493 eV

Calculated atomic charges, method Löwdin, unit e:
1 C -0.030
2 C -0.165
3 C -0.176
4 C -0.177
5 O -0.106
6 C -0.310
7 C -0.185
8 O -0.163
9 C -0.104
10 N 0.191
11 C -0.318
12 O 0.174
13 H 0.040
14 H 0.039
15 H 0.097
16 H 0.121
17 H 0.129
18 H 0.119
19 H 0.123
20 H 0.151
21 H 0.130
22 H 0.126
23 H 0.081
24 H 0.086
25 H 0.084
26 B -1.051
27 O 0.208
28 C -0.421
29 O 0.115
30 C -0.409
31 O 0.112
32 O 0.210
33 F 0.141
34 F 0.137


Entry 5:
Below is a single C10H13BN2 molecule at a distorted geometry, with properties calculated with ωB97M-V/def2-TZVPD.

```
26
Properties=species:S:1:pos:R:3:forces:R:3
B -0.4304 -0.9366 0.7170 0.832 2.673 2.713
C 1.6379 2.0331 -2.0356 -0.828 1.710 -1.146
C 0.9903 1.2674 -2.9642 -0.145 -0.696 -1.778
C 1.3606 1.9729 -0.6784 2.601 0.241 -0.574
C 0.0829 0.2383 -2.5822 -1.168 0.996 -0.949
C 0.6613 0.9118 -0.3038 -3.457 -3.086 0.267
C -0.2413 0.1712 -1.2455 2.461 0.300 0.227
C -0.7431 -1.4714 2.2139 1.397 0.766 -1.716
C -0.3732 -0.1814 3.0110 1.229 -1.759 0.674
C 0.7655 0.5152 2.2247 1.417 -0.136 1.685
C -1.8248 -1.7873 -1.2203 0.316 0.544 0.217
N 0.5689 0.2295 0.8673 -2.380 -3.561 -0.640
N -0.9412 -0.8152 -0.5457 -1.207 -1.097 -1.462
H 2.2101 2.8857 -2.3694 0.434 -0.142 -0.226
H 1.1690 1.4385 -4.0689 -0.132 -0.262 1.505
H 2.1302 2.3881 -0.0560 -0.213 0.519 0.684
H -0.4948 -0.2852 -3.3905 0.757 0.276 1.009
H -1.6845 -1.8731 2.5176 -0.670 -0.245 -0.133
H 0.0151 -2.2486 2.2964 0.160 -0.239 0.724
H -1.1762 0.4869 2.8711 -1.409 0.658 0.718
H -0.1492 -0.5272 4.1041 -0.330 1.410 -1.821
H 0.8116 1.5807 2.2793 -0.187 0.927 0.902
H 1.7167 0.1310 2.6314 0.103 0.117 -0.365
H -2.1733 -1.3440 -2.1397 -0.546 0.222 -0.131
H -1.2197 -2.6146 -1.5350 0.236 -0.751 -0.095
H -2.6685 -2.1657 -0.5984 0.731 0.616 -0.289
```
Positions in Å, forces in eV/Å.

Values from the calculation:
SMILES: CN1B2CCCN2c2ccccc21
Largest force on an atom: 4.6 eV/A
Energy: -523.23566 Eh
Relative energy (zero: lowest compared OMol25 entry of this formula, charge and spin): 0.0 kcal/mol
Orbital gap: 8.159 eV

Calculated atomic charges, method Löwdin, unit e:
1 B -0.367
2 C -0.129
3 C -0.118
4 C -0.049
5 C -0.029
6 C -0.174
7 C -0.128
8 C -0.069
9 C -0.158
10 C -0.187
11 C -0.008
12 N 0.046
13 N 0.026
14 H 0.098
15 H 0.114
16 H 0.113
17 H 0.117
18 H 0.079
19 H 0.093
20 H 0.089
21 H 0.143
22 H 0.114
23 H 0.122
24 H 0.074
25 H 0.082
26 H 0.106


Entry 6:
Below is a molecular structure, C10H13CoF3NO2PS at a distorted geometry, with properties calculated with ωB97M-V/def2-TZVPD.

```
32
Properties=species:S:1:pos:R:3:forces:R:3
Co 0.4688 0.3246 -0.3309 1.137 -0.061 0.081
S 2.5946 -1.2203 -0.7635 -0.687 0.235 0.420
C 2.4191 -1.1864 0.9544 -0.120 0.478 -0.524
C 3.3225 -1.8726 1.7584 -1.696 1.132 1.764
C 3.2242 -1.7058 3.1297 -0.682 -0.055 -0.756
C 2.2259 -0.9235 3.6346 0.182 0.440 0.780
C 1.3260 -0.2935 2.8034 -0.742 1.255 -0.991
N 1.4109 -0.3741 1.4684 0.709 -0.925 0.240
H 4.0128 -2.5849 1.5023 1.576 -1.252 -1.702
H 3.8626 -2.2677 3.7496 0.784 -0.328 0.809
H 2.1701 -0.7042 4.6816 -0.148 -0.185 0.435
H 0.5684 0.3889 3.2478 0.457 -0.663 -0.625
C -1.9732 -2.1100 -1.2080 -0.699 0.525 -1.974
P -1.6885 -0.4127 -0.6743 -0.606 -0.136 0.297
C -2.6438 0.5556 -1.8640 0.701 1.561 1.073
C -2.7257 -0.3837 0.8354 -1.498 1.451 -1.667
H -3.0731 -2.0598 -1.4331 0.858 -0.687 0.356
H -1.7294 -2.7475 -0.3865 0.008 -0.797 0.255
H -1.4628 -2.3911 -2.1798 -0.364 0.322 1.322
H -3.7065 0.4008 -1.6585 0.120 -0.153 -0.558
H -2.2651 0.3443 -2.8575 -0.380 -0.030 -0.242
H -2.4101 1.6327 -1.6258 -0.336 -0.891 -0.437
H -3.7811 -0.5906 0.5469 0.628 -0.107 0.005
H -2.7836 0.6306 1.2442 0.390 -0.235 0.233
H -2.4465 -1.1154 1.5257 0.663 -0.932 1.274
F -0.5015 4.0038 -2.6125 0.122 -0.346 0.004
C 0.7648 3.4909 -2.6389 -1.629 0.204 1.142
F 1.5075 4.3648 -1.9785 0.713 0.171 -0.622
F 1.0756 3.3234 -3.8925 0.831 0.285 -0.597
C 0.7516 2.1563 -1.8816 0.404 0.503 0.559
O 0.8661 2.2281 -0.6026 -0.363 -0.298 -0.580
O 0.6195 1.0990 -2.4940 -0.334 -0.483 0.225
```
Positions in Å, forces in eV/Å.

Values from the calculation:
Spin multiplicity: 5
Net charge: +1
Largest force on an atom: 2.7 eV/A
<S²>: 6.031
Energy: -3015.78898 Eh
Relative energy (zero: lowest compared OMol25 entry of this formula, charge and spin): 0.0 kcal/mol
Orbital gap (spin up / spin down): 9.321 / 6.846 eV

Calculated atomic charges, method Löwdin, unit e:
1 Co 0.559
2 S 0.905
3 C -0.690
4 C -0.046
5 C -0.009
6 C -0.017
7 C -0.076
8 N -0.022
9 H 0.098
10 H 0.119
11 H 0.124
12 H 0.146
13 C -0.252
14 P 0.754
15 C -0.236
16 C -0.243
17 H 0.071
18 H 0.034
19 H 0.083
20 H 0.060
21 H 0.058
22 H 0.070
23 H 0.069
24 H 0.057
25 H 0.020
26 F 0.134
27 C -0.575
28 F 0.186
29 F 0.213
30 C -0.548
31 O -0.062
32 O 0.015